Below is a structure of composition C60H56Cl5Ge2IrN4S6 at a distorted geometry, with properties calculated with the ωB97M-V functional and the def2-TZVPD basis.

The geometry in XYZ format:
```
134
Properties=species:S:1:pos:R:3:lowdin_charge:R:1
Ir -1.814 2.122 -1.169 0.701
C 3.979 -1.341 -5.517 -0.046
C 3.996 -0.750 -4.133 -0.266
C 4.241 -1.538 -3.017 -0.015
C 4.278 -0.998 -1.735 -0.245
C 4.488 -1.888 -0.542 -0.033
C 4.090 0.379 -1.572 -0.167
C 3.841 1.194 -2.683 -0.215
C 3.685 2.685 -2.543 -0.036
C 3.784 0.610 -3.944 -0.038
C 4.260 1.006 -0.225 -0.215
C 5.530 1.483 0.090 -0.026
C 5.762 2.136 1.288 -0.053
C 4.721 2.315 2.182 -0.017
C 3.445 1.839 1.896 -0.223
C 3.207 1.172 0.687 -0.216
Ge 1.371 0.678 0.205 0.069
S 0.490 2.460 -0.723 0.231
S 0.128 -0.248 1.804 0.363
Ge -0.784 -1.248 0.027 0.084
S -2.503 -0.026 -0.620 0.272
S 1.023 -0.987 -1.261 0.378
C -1.406 -3.096 0.228 -0.204
C -1.434 -3.966 -0.875 -0.218
C -1.863 -5.279 -0.707 -0.027
C -2.271 -5.738 0.534 -0.054
C -2.262 -4.878 1.618 -0.026
C -1.840 -3.558 1.478 -0.219
C -1.909 -2.690 2.693 -0.177
C -3.025 -1.884 2.926 -0.211
C -4.175 -1.783 1.957 -0.043
C -3.090 -1.151 4.111 -0.032
C -2.094 -1.222 5.071 -0.260
C -2.231 -0.494 6.379 -0.050
C -0.984 -2.021 4.810 -0.018
C -0.873 -2.749 3.637 -0.254
C 0.355 -3.578 3.369 -0.035
C -1.000 -3.548 -2.242 -0.167
C 0.300 -3.810 -2.675 -0.252
C 1.318 -4.493 -1.799 -0.032
C 0.669 -3.436 -3.965 -0.016
C -0.220 -2.813 -4.825 -0.262
C 0.190 -2.423 -6.219 -0.052
C -1.519 -2.582 -4.380 -0.007
C -1.930 -2.960 -3.111 -0.206
C -3.372 -2.809 -2.706 -0.040
C 2.387 2.029 2.935 -0.166
C 2.198 1.033 3.900 -0.256
C 2.972 -0.259 3.891 -0.031
C 1.277 1.247 4.916 -0.019
C 0.546 2.421 5.008 -0.257
C -0.454 2.613 6.114 -0.055
C 0.753 3.400 4.045 -0.008
C 1.665 3.226 3.008 -0.199
C 1.888 4.351 2.031 -0.037
H 4.072 -2.426 -5.485 0.074
H 4.804 -0.952 -6.117 0.083
H 3.053 -1.094 -6.039 0.064
H 4.410 -2.602 -3.145 0.114
H 4.713 -2.908 -0.852 0.077
H 3.584 -1.913 0.073 0.067
H 5.302 -1.529 0.091 0.085
H 3.201 2.962 -1.609 0.042
H 3.089 3.091 -3.362 0.079
H 4.661 3.178 -2.567 0.090
H 3.597 1.245 -4.808 0.122
H 6.332 1.348 -0.627 0.124
H 6.750 2.513 1.520 0.105
H 4.889 2.821 3.125 0.125
H -1.869 -5.939 -1.566 0.125
H -2.601 -6.762 0.655 0.105
H -2.597 -5.217 2.591 0.125
H -4.129 -2.543 1.178 0.077
H -4.172 -0.810 1.462 0.023
H -5.125 -1.892 2.484 0.084
H -3.960 -0.528 4.293 0.119
H -2.861 0.390 6.276 0.072
H -1.262 -0.180 6.767 0.063
H -2.689 -1.140 7.131 0.085
H -0.184 -2.076 5.543 0.118
H 1.120 -3.386 4.120 0.072
H 0.774 -3.344 2.388 0.074
H 0.127 -4.646 3.379 0.084
H 1.007 -4.532 -0.756 0.076
H 2.267 -3.959 -1.844 0.061
H 1.489 -5.518 -2.138 0.090
H 1.683 -3.636 -4.297 0.115
H 1.190 -2.787 -6.451 0.066
H 0.184 -1.337 -6.345 0.038
H -0.498 -2.834 -6.960 0.083
H -2.239 -2.123 -5.051 0.116
H -3.964 -2.429 -3.538 0.078
H -3.485 -2.115 -1.868 0.014
H -3.790 -3.768 -2.396 0.084
H 3.526 -0.407 2.965 0.073
H 2.289 -1.100 4.011 0.060
H 3.687 -0.282 4.718 0.089
H 1.130 0.466 5.656 0.117
H -0.080 2.210 7.056 0.081
H -1.389 2.100 5.879 0.053
H -0.684 3.668 6.259 0.069
H 0.193 4.329 4.101 0.112
H 0.955 4.885 1.844 0.073
H 2.264 3.997 1.073 0.045
H 2.611 5.068 2.432 0.089
N -5.017 2.262 0.187 0.142
C -4.933 2.281 -1.143 -0.680
N -3.805 2.180 -1.819 -0.143
C -4.038 2.104 -3.188 -0.330
C -5.324 2.253 -3.556 -0.330
S -6.325 2.424 -2.159 1.082
C -2.879 1.795 -4.012 -0.346
C -2.804 1.642 -5.348 -0.337
S -1.187 1.227 -5.802 1.060
C -0.710 1.272 -4.129 -0.657
N -1.697 1.600 -3.320 -0.064
N 0.524 1.001 -3.728 0.126
H -4.197 2.024 0.728 0.014
H -5.904 2.330 0.650 0.113
H -5.747 2.231 -4.545 0.080
H -3.583 1.744 -6.084 0.076
H 1.253 0.761 -4.375 0.084
H 0.757 1.143 -2.749 -0.038
Cl -1.650 4.697 -1.945 0.733
C -2.008 4.740 -0.237 -0.698
C -2.112 3.497 0.322 -0.450
C -2.377 3.449 1.694 -0.680
Cl -2.493 1.922 2.496 0.720
C -2.587 4.618 2.429 -0.698
Cl -3.033 4.542 4.090 0.695
C -2.463 5.865 1.811 -0.708
Cl -2.708 7.313 2.710 0.682
C -2.153 5.930 0.457 -0.703
Cl -1.960 7.442 -0.339 0.698
```

For the energy above the lowest of the compared OMol25 structures with the same formula, charge and spin, the calculation gives 0.0 kJ/mol. As for the frontier orbital gap: 7.45 eV. The calculated total energy comes out at -312594.5985 eV.